Here is a cluster of 4 separate species, C28H50BClN3O11S in total in a non-equilibrium geometry from the Open Molecules 2025 dataset. Energies are from ωB97M-V/def2-TZVPD.

Computed properties:
* gap between HOMO and LUMO: 8.279 eV
* HOMO: -11.78 eV
* spin multiplicity: 1
* net charge: +1

Last column: Löwdin charge in e.
Element x y z (Å)
1 C -5.273 2.146 -0.557  -0.0783
2 C -3.830 1.617 -0.695  -0.1184
3 B -3.712 0.103 -0.398  -0.4322
4 O -4.521 -0.814 -1.026  0.1596
5 N -2.726 -0.501 0.608  0.1929
6 C -1.253 -0.274 0.507  -0.1053
7 O -1.036 0.607 -0.555  -0.0511
8 C 0.012 1.511 -0.320  -0.2665
9 C 1.312 1.031 -0.374  -0.0069
10 C 2.372 1.893 -0.137  -0.0540
11 C 2.117 3.229 0.151  -0.0678
12 C 0.813 3.698 0.184  -0.0629
13 C -0.256 2.840 -0.048  -0.0036
14 C -3.165 -1.264 1.566  -0.2904
15 N -2.258 -1.715 2.540  0.0608
16 C -2.772 -1.117 3.825  -0.6663
17 S -1.538 -1.219 5.137  0.8221
18 C -4.078 -1.823 4.170  -0.1537
19 C -5.087 -1.869 2.997  -0.2722
20 C -6.275 -0.942 3.247  -0.2009
21 C -7.391 -1.104 2.204  -0.2591
22 C -8.778 -0.758 2.749  -0.5685
23 Cl -8.767 0.733 3.732  0.5803
24 N -4.499 -1.563 1.661  0.1394
25 H -5.615 2.124 0.477  0.0764
26 H -5.327 3.172 -0.915  0.0828
27 H -5.955 1.574 -1.189  0.0746
28 H -3.535 1.726 -1.746  0.1349
29 H -3.131 2.231 -0.135  0.0798
30 H -5.438 -0.659 -0.759  0.0877
31 H -0.868 0.129 1.442  0.1499
32 H -0.801 -1.244 0.295  0.1509
33 H 1.492 -0.011 -0.606  0.1241
34 H 3.395 1.544 -0.166  0.1084
35 H 2.945 3.899 0.343  0.1102
36 H 0.616 4.740 0.399  0.1106
37 H -1.275 3.197 -0.023  0.1025
38 H -2.439 -2.716 2.631  0.1475
39 H -2.963 -0.064 3.609  0.1200
40 H -1.483 0.088 5.418  -0.1232
41 H -3.847 -2.839 4.501  0.1215
42 H -4.514 -1.325 5.035  0.1219
43 H -5.494 -2.881 2.942  0.1494
44 H -6.670 -1.221 4.228  0.1183
45 H -5.937 0.092 3.325  0.1144
46 H -7.207 -0.418 1.373  0.1012
47 H -7.407 -2.140 1.860  0.1154
48 H -9.195 -1.563 3.348  0.0788
49 H -9.454 -0.551 1.924  0.0707
50 H -4.806 -2.184 0.922  0.1541
51 C -6.565 -3.118 -3.427  -0.0455
52 C -7.059 -2.610 -2.091  -0.2327
53 O -8.483 -2.694 -1.971  0.0374
54 C -8.952 -3.909 -1.663  -0.6128
55 O -8.279 -4.880 -1.429  0.1240
56 O -10.277 -3.849 -1.648  0.0115
57 C -10.931 -5.098 -1.381  -0.0246
58 H -7.077 -2.602 -4.239  0.0894
59 H -5.493 -2.947 -3.522  0.0821
60 H -6.756 -4.185 -3.529  0.0827
61 H -6.836 -1.548 -1.993  0.1032
62 H -6.586 -3.145 -1.265  0.1148
63 H -10.545 -5.548 -0.469  0.0955
64 H -10.793 -5.779 -2.218  0.1019
65 H -11.984 -4.865 -1.265  0.0964
66 C 7.633 1.280 -2.359  -0.0583
67 C 6.408 2.165 -2.323  -0.2103
68 O 6.241 2.792 -1.037  0.0201
69 C 7.019 3.852 -0.817  -0.6136
70 O 7.803 4.333 -1.592  0.1303
71 O 6.767 4.300 0.415  -0.0030
72 C 7.568 5.419 0.810  -0.0352
73 H 7.604 0.552 -1.548  0.0838
74 H 7.687 0.746 -3.307  0.0846
75 H 8.544 1.867 -2.245  0.0711
76 H 5.502 1.577 -2.467  0.1157
77 H 6.441 2.929 -3.099  0.1241
78 H 7.506 6.218 0.075  0.0960
79 H 8.605 5.114 0.937  0.0995
80 H 7.165 5.756 1.761  0.0925
81 C 12.249 -1.872 0.171  -0.0647
82 C 11.769 -1.840 -1.264  -0.2118
83 O 11.272 -0.542 -1.629  0.0286
84 C 12.209 0.362 -1.924  -0.6129
85 O 13.397 0.174 -1.936  0.1272
86 O 11.598 1.511 -2.213  -0.0045
87 C 12.483 2.597 -2.504  -0.0326
88 H 11.462 -1.529 0.843  0.0804
89 H 12.529 -2.888 0.450  0.0806
90 H 13.117 -1.228 0.305  0.0766
91 H 10.923 -2.511 -1.402  0.1207
92 H 12.556 -2.138 -1.955  0.1234
93 H 13.198 2.319 -3.275  0.0961
94 H 13.011 2.905 -1.602  0.0989
95 H 11.854 3.409 -2.856  0.0935

Here is a structure of composition C28H50InN7O5P2S from the Open Molecules 2025 dataset. Energies are from ωB97M-V/def2-TZVPD.

Computed properties:
* gap between HOMO and LUMO: 6.628 eV
* HOMO: -6.39 eV
* spin multiplicity: 1
* energy relative to the best compared isomer or geometry (same formula, charge and spin): 73.39 kJ/mol

Last column: Löwdin charge in e.
Element x y z (Å)
1 In -0.230 -0.348 0.909  0.8816
2 C -3.029 -3.319 -0.863  -0.0226
3 C -2.376 -2.474 0.211  -0.4517
4 O -1.357 -1.801 -0.198  -0.1404
5 C -2.924 -2.488 1.475  -0.0314
6 C -2.571 -1.654 2.572  -0.3119
7 C -3.340 -1.760 3.859  -0.0251
8 N -1.617 -0.771 2.489  -0.0422
9 N -1.379 0.052 3.572  0.0887
10 C -0.760 1.150 3.241  -0.4337
11 O -0.409 1.499 2.038  -0.1348
12 C -0.438 2.093 4.344  -0.1392
13 C -0.285 1.649 5.654  -0.0237
14 C 0.044 2.547 6.657  -0.0843
15 C 0.210 3.894 6.364  -0.0991
16 C 0.047 4.343 5.061  -0.0880
17 C -0.267 3.443 4.054  -0.0277
18 H -3.744 -2.703 -1.413  0.0873
19 H -3.560 -4.169 -0.436  0.0805
20 H -2.274 -3.669 -1.567  0.0551
21 H -3.761 -3.152 1.641  0.0981
22 H -3.978 -2.641 3.864  0.0731
23 H -3.950 -0.866 3.997  0.0886
24 H -2.640 -1.792 4.692  0.0796
25 H -0.421 0.597 5.861  0.1096
26 H 0.176 2.199 7.673  0.0996
27 H 0.477 4.592 7.148  0.0970
28 H 0.164 5.395 4.828  0.0977
29 H -0.387 3.779 3.032  0.1036
30 C 0.982 -0.574 -5.006  -0.0923
31 N 0.656 -0.897 -3.627  -0.2744
32 C -0.604 -1.625 -3.457  -0.1014
33 P 1.032 0.164 -2.424  0.5115
34 O 0.914 -0.449 -1.093  -0.2576
35 O 0.048 1.438 -2.636  -0.2551
36 P -1.212 1.947 -1.746  0.5093
37 O -1.501 1.113 -0.570  -0.2388
38 N -0.849 3.511 -1.356  -0.2816
39 C 0.066 3.731 -0.236  -0.0781
40 C -0.722 4.484 -2.430  -0.0955
41 N -2.417 1.946 -2.862  -0.2965
42 C -3.795 1.875 -2.392  -0.0783
43 C -2.252 2.010 -4.301  -0.1072
44 N 2.506 0.817 -2.721  -0.2926
45 C 2.753 2.027 -3.484  -0.0985
46 C 3.677 0.206 -2.098  -0.0717
47 H 1.016 -1.500 -5.581  0.0900
48 H 1.961 -0.100 -5.058  0.0724
49 H 0.237 0.087 -5.467  0.0808
50 H -0.531 -2.587 -3.966  0.0819
51 H -1.453 -1.064 -3.871  0.0846
52 H -0.776 -1.800 -2.396  0.0372
53 H -0.128 3.007 0.553  0.0509
54 H -0.102 4.733 0.162  0.0917
55 H 1.117 3.659 -0.545  0.0892
56 H -1.524 4.347 -3.154  0.0701
57 H 0.243 4.415 -2.950  0.0833
58 H -0.811 5.484 -2.007  0.0891
59 H -3.806 1.822 -1.305  0.0822
60 H -4.288 0.983 -2.787  0.0897
61 H -4.360 2.755 -2.713  0.0869
62 H -1.198 2.081 -4.560  0.0682
63 H -2.774 2.880 -4.713  0.0854
64 H -2.667 1.114 -4.773  0.0851
65 H 1.830 2.388 -3.929  0.0679
66 H 3.475 1.836 -4.283  0.0863
67 H 3.161 2.810 -2.838  0.0900
68 H 3.364 -0.622 -1.464  0.0863
69 H 4.197 0.938 -1.475  0.0872
70 H 4.371 -0.164 -2.857  0.0869
71 C -0.059 -5.493 -0.289  -0.3999
72 S 0.624 -4.334 -1.500  0.7561
73 C 2.185 -5.177 -1.867  -0.4107
74 H 0.687 -5.710 0.474  0.0302
75 H -0.382 -6.415 -0.772  0.0356
76 H -0.910 -4.997 0.176  0.0199
77 H 1.998 -6.136 -2.347  0.0306
78 H 2.761 -5.316 -0.954  0.0347
79 H 2.733 -4.526 -2.545  0.0243
80 C 2.677 1.422 1.361  -0.0486
81 C 2.670 0.052 1.969  -0.3683
82 C 3.576 -0.527 2.827  -0.0767
83 C 3.086 -1.824 3.134  -0.0782
84 C 1.908 -1.986 2.444  -0.3651
85 C 1.035 -3.197 2.333  -0.0294
86 N 1.653 -0.840 1.731  -0.0112
87 H 3.698 1.753 1.164  0.0761
88 H 2.203 2.152 2.022  0.0716
89 H 2.123 1.415 0.417  0.0398
90 H 4.481 -0.075 3.203  0.0894
91 H 3.559 -2.558 3.770  0.0890
92 H 1.207 -3.866 3.175  0.0833
93 H 1.254 -3.741 1.410  0.0460
94 H -0.025 -2.929 2.318  0.0525